ORCA calculation (the ωB97M-V functional and the def2-TZVPD basis) on a 6-piece molecular cluster, C15H23F12NO11S overall in a non-equilibrium geometry.

DFT total energy = -83377.9229 eV
relative energy (zero: lowest compared OMol25 entry of this formula, charge and spin) = 0.810 eV
E_LUMO = 0.08889 Eh
Kohn-Sham gap = 1.833 eV
total charge = -2

Each line ends with the Löwdin charge.
Atoms and positions in Å:
N -1.56 0.97 -0.42  0.14
H -1.83 0.83 -1.39  0.08
H -1.46 1.94 -0.18  0.10
H -0.64 0.59 -0.26  0.11
H -2.07 0.54 0.33  0.07
C 6.02 -2.81 0.97  -0.60
F 5.32 -3.98 1.09  0.08
F 7.15 -2.85 1.76  0.07
F 6.33 -2.58 -0.30  0.11
S 4.93 -1.34 1.61  0.47
O 5.56 -0.05 1.25  -0.37
O 3.69 -1.52 0.82  -0.40
O 4.73 -1.51 3.05  -0.37
O 1.15 7.32 4.39  -0.37
C -0.22 7.66 4.09  -0.39
C -0.91 7.39 2.64  -0.42
O -0.60 6.37 1.72  -0.36
H -0.46 8.72 4.19  0.05
H -0.71 7.11 4.90  0.05
H -0.97 8.31 2.06  0.05
H -1.97 7.36 2.90  0.05
C -7.51 1.70 -1.61  -0.07
C -7.53 1.83 -3.16  -0.18
O -7.84 0.51 -3.67  -0.01
C -6.83 -0.30 -4.08  -0.34
O -5.64 -0.03 -3.95  0.09
C -7.22 -1.79 -4.35  -0.51
F -6.18 -2.60 -4.59  0.18
F -7.96 -2.26 -3.27  0.10
F -8.09 -1.83 -5.34  0.17
H -6.98 2.54 -1.17  0.07
H -7.04 0.74 -1.36  0.07
H -8.48 1.66 -1.12  0.07
H -6.62 2.29 -3.55  0.12
H -8.42 2.44 -3.33  0.12
C -0.78 -6.15 5.98  -0.06
C -1.43 -5.25 4.94  -0.20
O -2.84 -5.47 4.76  0.00
C -3.60 -4.52 4.11  -0.37
O -3.16 -3.62 3.48  0.18
C -5.09 -4.84 4.20  -0.56
F -5.85 -3.73 4.44  0.16
F -5.41 -5.39 3.04  0.17
F -5.35 -5.79 5.08  0.17
H 0.31 -6.09 6.05  0.08
H -0.96 -7.20 5.76  0.07
H -1.17 -6.02 6.99  0.07
H -0.95 -5.35 3.96  0.13
H -1.32 -4.19 5.16  0.13
C 9.98 1.18 -3.44  -0.04
C 8.71 2.09 -3.67  -0.20
O 7.75 1.33 -4.33  0.00
C 6.45 1.68 -4.32  -0.37
O 6.03 2.63 -3.73  0.19
C 5.57 0.92 -5.27  -0.54
F 5.63 1.55 -6.42  0.19
F 5.94 -0.38 -5.40  0.16
F 4.29 0.97 -4.82  0.16
H 10.45 0.74 -4.32  0.07
H 9.70 0.33 -2.81  0.07
H 10.74 1.81 -2.97  0.07
H 8.96 2.90 -4.37  0.12
H 8.22 2.47 -2.77  0.13